This record from the Open Molecules 2025 dataset describes an isolated molecule of C5H10O. The level of theory is the ωB97M-V functional and the def2-TZVPD basis.

Element x y z (Å)
C 0.557 -0.887 -1.967
C -0.213 -0.062 -0.945
C 0.456 0.002 0.430
C 0.419 1.284 1.229
C -0.403 0.123 1.666
O -1.779 0.260 1.501
H 0.718 -1.911 -1.613
H 1.527 -0.428 -2.188
H -0.011 -0.944 -2.901
H -0.335 0.953 -1.329
H -1.225 -0.477 -0.849
H 1.356 -0.599 0.567
H 1.279 1.565 1.831
H -0.128 2.116 0.793
H -0.088 -0.404 2.568
H -2.130 -0.591 1.208

SMILES ... CC[C@H]1C[C@H]1O
Gap between HOMO and LUMO ... 10.708 eV
LUMO ... 0.988 eV
Max |F| ... 0.4 eV/A

This record from the Open Molecules 2025 dataset describes a cluster of 2 separate species, C25H32N4O4 in total in a non-equilibrium geometry. The level of theory is the ωB97M-V functional and the def2-TZVPD basis.

Element x y z (Å)
C -2.453 4.898 -6.299
N -3.434 5.398 -5.335
C -3.483 5.205 -4.013
O -4.384 5.738 -3.376
C -2.424 4.336 -3.299
C -2.651 2.833 -3.555
C -1.627 1.921 -2.901
C -0.274 1.990 -3.288
C 0.691 1.195 -2.639
C 0.296 0.300 -1.621
O 1.226 -0.470 -0.999
C -1.062 0.212 -1.253
C -2.020 1.024 -1.888
N -2.427 4.586 -1.847
C -1.416 4.930 -1.051
C -0.030 5.160 -1.623
O -1.600 5.091 0.145
H -2.477 5.523 -7.194
H -1.445 4.930 -5.885
H -2.697 3.874 -6.588
H -4.182 5.978 -5.689
H -1.455 4.604 -3.712
H -3.647 2.569 -3.197
H -2.632 2.641 -4.627
H 0.030 2.668 -4.071
H 1.728 1.263 -2.926
H 2.110 -0.124 -1.121
H -1.358 -0.463 -0.463
H -3.054 0.967 -1.576
H -3.326 4.544 -1.390
H 0.620 5.511 -0.822
H 0.360 4.225 -2.012
H -0.077 5.916 -2.404
N -0.589 -3.514 -1.545
C -0.744 -3.256 -0.214
O -1.875 -2.957 0.129
C 0.388 -3.300 0.710
C 0.222 -2.831 1.999
N 1.290 -2.770 2.902
C 1.062 -2.172 4.234
C 1.680 -3.000 5.339
C 2.340 -2.369 6.405
C 2.914 -3.123 7.434
C 2.833 -4.518 7.409
C 2.172 -5.159 6.356
C 1.594 -4.403 5.330
C 2.666 -2.931 2.395
C 2.687 -4.093 1.406
C 1.736 -3.813 0.237
H 0.352 -3.444 -1.912
H -1.372 -3.225 -2.122
H -0.764 -2.479 2.301
H -0.011 -2.085 4.431
H 1.478 -1.159 4.244
H 2.410 -1.285 6.437
H 3.423 -2.623 8.253
H 3.279 -5.104 8.207
H 2.103 -6.242 6.334
H 1.079 -4.904 4.514
H 2.994 -2.008 1.904
H 3.362 -3.142 3.213
H 3.703 -4.247 1.031
H 2.375 -5.006 1.922
H 2.185 -3.070 -0.429
H 1.602 -4.740 -0.331

SMILES ... CNC(=O)[C@H](Cc1ccc(O)cc1)NC(C)=O.NC(=O)C1=CN(Cc2ccccc2)CCC1
Gap between HOMO and LUMO ... 8.033 eV
LUMO ... 0.359 eV
Max |F| ... 2.2 eV/A

Calculated values (kcal per mole) of relative energy (zero: lowest compared OMol25 entry of this formula, charge and spin) for the records, taken in order: 28.24 32.89.